(1)
Molecular formula: C43H30N8O5S2Tc
Method: DFT, wB97M-V/def2-TZVPD

```
89
C43H30N8O5S2Tc | the Open Molecules 2025 dataset | wB97M-V/def2-TZVPD
Tc -0.43 0.15 0.16
C -4.76 -0.96 2.55
N -4.49 -1.95 1.52
C -5.06 -3.20 1.43
C -4.56 -3.80 0.34
N -3.68 -2.91 -0.27
C -3.66 -1.76 0.48
S -2.85 -0.27 0.26
C -3.05 -3.19 -1.53
C -2.97 -4.50 -1.97
C -2.43 -4.74 -3.22
C -1.99 -3.66 -3.98
C -2.09 -2.40 -3.43
N -2.59 -2.16 -2.22
H -5.59 -1.31 3.16
H -5.03 -0.01 2.09
H -3.88 -0.82 3.18
H -5.77 -3.56 2.15
H -4.77 -4.77 -0.06
H -3.31 -5.33 -1.36
H -2.36 -5.75 -3.60
H -1.59 -3.81 -4.97
H -1.76 -1.52 -3.98
C 0.29 -3.17 2.96
C 1.65 -3.04 3.21
C 2.38 -2.05 2.56
C 1.74 -1.18 1.68
C 0.36 -1.28 1.46
C -0.34 -2.30 2.08
C 2.41 -0.05 1.04
C 3.80 0.15 1.11
C 4.35 1.29 0.59
C 3.52 2.29 0.05
C 4.02 3.54 -0.36
C 3.18 4.52 -0.79
C 1.80 4.27 -0.84
C 1.29 3.06 -0.49
C 2.12 2.02 -0.03
N 1.61 0.81 0.40
H -0.27 -3.94 3.47
H 2.15 -3.70 3.91
H 3.43 -1.95 2.75
H -1.41 -2.42 1.90
H 4.43 -0.59 1.57
H 5.42 1.44 0.61
H 5.09 3.71 -0.30
H 3.56 5.50 -1.06
H 1.12 5.07 -1.13
H 0.22 2.93 -0.45
O 2.67 -1.43 -6.12
N 2.66 -0.28 -5.74
O 3.32 0.62 -6.21
C 1.70 0.10 -4.69
C 1.11 1.30 -4.82
C 0.15 1.74 -3.85
C -0.60 2.92 -3.98
C -1.53 3.24 -3.02
C -1.65 2.41 -1.90
N -0.92 1.32 -1.74
C -0.06 0.96 -2.71
C 0.60 -0.30 -2.56
N 0.34 -1.01 -1.42
C 0.82 -2.25 -1.33
C 1.62 -2.82 -2.32
C 1.97 -2.09 -3.43
C 1.44 -0.79 -3.58
H 1.36 1.93 -5.66
H -0.46 3.56 -4.85
H -2.16 4.11 -3.10
H -2.34 2.65 -1.10
H 0.57 -2.81 -0.44
H 1.98 -3.83 -2.18
H 2.61 -2.51 -4.18
O 1.53 4.86 2.60
S 0.23 4.56 3.14
O -0.62 5.61 3.59
N -0.55 3.62 2.00
C -0.50 2.38 2.33
O -0.92 1.43 1.55
C 0.05 2.07 3.68
C 0.17 0.84 4.30
C 0.67 0.81 5.60
C 1.02 1.99 6.26
C 0.90 3.23 5.62
C 0.42 3.24 4.33
H -0.12 -0.06 3.79
H 0.79 -0.13 6.11
H 1.38 1.94 7.27
H 1.16 4.14 6.14
```

Results
2S+1: 4
Net charge: +2
Frontier orbital gap (spin up / spin down): 7.3 / 6.3 eV
Expectation value of S²: 3.782

***

(2)
Molecular formula: C43H31AsClFeN4O5
Method: DFT, wB97M-V/def2-TZVPD

```
86
C43H31AsClFeN4O5 | the Open Molecules 2025 dataset | wB97M-V/def2-TZVPD
Fe -1.45 -0.79 0.60
O -3.90 2.19 0.06
C -3.31 1.12 0.15
N -2.31 0.79 1.00
C -1.77 1.65 1.92
C -2.35 2.82 2.41
C -1.69 3.57 3.36
C -0.47 3.14 3.86
C 0.13 2.00 3.37
C -0.48 1.26 2.36
N 0.11 0.23 1.64
C 0.97 -0.63 2.26
O 1.23 -0.65 3.46
C 1.58 -1.62 1.34
C 2.29 -2.71 1.83
C 2.78 -3.65 0.95
C 2.53 -3.48 -0.41
C 1.85 -2.35 -0.82
N 1.39 -1.44 0.02
C -3.55 -0.01 -0.77
C -3.98 0.18 -2.07
C -4.19 -0.93 -2.88
C -3.98 -2.19 -2.32
C -3.52 -2.29 -1.03
N -3.26 -1.22 -0.25
H -3.31 3.13 2.01
H -2.13 4.49 3.72
H 0.03 3.72 4.63
H 1.09 1.67 3.76
H 2.43 -2.80 2.90
H 3.34 -4.50 1.30
H 2.86 -4.21 -1.14
H 1.65 -2.16 -1.87
H -4.14 1.18 -2.43
H -4.49 -0.82 -3.91
H -4.18 -3.08 -2.89
H -3.35 -3.26 -0.58
Cl -1.14 -7.90 1.90
C -1.04 -6.26 1.35
C -0.62 -6.00 0.05
C -0.58 -4.68 -0.38
C -0.94 -3.62 0.45
O -0.88 -2.40 0.01
C -1.38 -3.90 1.80
C -1.81 -2.86 2.64
O -1.85 -1.62 2.34
C -1.41 -5.26 2.22
H -0.35 -6.81 -0.61
H -0.26 -4.44 -1.38
H -2.13 -3.13 3.65
H -1.76 -5.49 3.22
O -0.76 0.00 -1.04
As 0.55 0.93 -0.65
C 0.00 2.75 -0.15
C -1.11 3.24 -0.82
C -1.58 4.52 -0.57
C -0.95 5.31 0.38
C 0.19 4.83 1.02
C 0.67 3.57 0.74
C 2.49 0.80 -0.19
C 3.01 1.03 1.07
C 4.35 0.76 1.34
C 5.17 0.25 0.35
C 4.65 0.00 -0.92
C 3.32 0.29 -1.18
C 0.95 1.54 -2.51
C 0.36 0.94 -3.61
C 0.59 1.41 -4.89
C 1.41 2.52 -5.08
C 1.99 3.14 -3.99
C 1.77 2.65 -2.72
H -1.61 2.60 -1.54
H -2.45 4.89 -1.09
H -1.33 6.29 0.62
H 0.69 5.45 1.76
H 1.57 3.22 1.23
H 2.38 1.39 1.87
H 4.74 0.94 2.33
H 6.20 0.02 0.55
H 5.27 -0.43 -1.69
H 2.90 0.08 -2.16
H -0.29 0.09 -3.43
H 0.13 0.93 -5.75
H 1.59 2.90 -6.08
H 2.62 4.01 -4.15
H 2.23 3.13 -1.86
```

Results
2S+1: 5
Net charge: -1
Frontier orbital gap (spin up / spin down): 4.6 / 6.9 eV
Expectation value of S²: 6.068

***

(3)
Molecular formula: C43H31F6IrP2SeSi
Method: DFT, wB97M-V/def2-TZVPD

```
85
C43H31F6IrP2SeSi | the Open Molecules 2025 dataset | wB97M-V/def2-TZVPD
Ir -0.07 -2.38 -0.28
C -0.31 -3.47 2.91
Si -0.03 -1.86 1.98
C -1.46 -0.72 2.33
C -1.85 -0.29 3.60
C -2.91 0.57 3.75
C -3.63 1.01 2.64
C -3.29 0.58 1.38
C -2.19 -0.27 1.23
P -1.67 -0.86 -0.40
C -1.37 0.52 -1.53
C -1.41 1.84 -1.12
C -1.25 2.85 -2.06
C -1.06 2.54 -3.39
C -1.02 1.22 -3.80
C -1.18 0.20 -2.87
C -3.21 -1.61 -1.04
C -3.65 -2.81 -0.49
C -4.88 -3.34 -0.86
C -5.68 -2.67 -1.78
C -5.24 -1.47 -2.32
C -4.02 -0.94 -1.95
C 1.62 -1.10 2.46
C 2.08 -0.91 3.76
C 3.31 -0.30 3.98
C 4.10 0.11 2.91
C 3.66 -0.08 1.61
C 2.42 -0.67 1.40
P 1.77 -1.12 -0.22
C 2.15 0.11 -1.49
C 2.51 1.41 -1.18
C 2.89 2.27 -2.20
C 2.90 1.84 -3.51
C 2.51 0.55 -3.83
C 2.13 -0.32 -2.82
C 2.80 -2.56 -0.68
C 3.89 -2.55 -1.55
C 4.55 -3.73 -1.85
C 4.12 -4.94 -1.32
C 3.04 -4.97 -0.46
C 2.40 -3.78 -0.12
H -0.39 -3.24 3.97
H 0.52 -4.17 2.79
H -1.23 -3.96 2.59
H -1.29 -0.61 4.47
H -3.19 0.93 4.74
H -4.47 1.69 2.77
H -3.86 0.90 0.51
H -1.52 2.09 -0.07
H -1.27 3.89 -1.74
H -0.93 3.34 -4.12
H -0.86 0.97 -4.85
H -1.16 -0.83 -3.19
H -3.03 -3.35 0.22
H -5.21 -4.27 -0.43
H -6.63 -3.09 -2.07
H -5.86 -0.94 -3.04
H -3.70 0.00 -2.38
H 1.48 -1.21 4.61
H 3.66 -0.14 4.99
H 5.06 0.57 3.09
H 4.28 0.23 0.77
H 2.44 1.77 -0.16
H 3.16 3.29 -1.96
H 3.20 2.52 -4.30
H 2.50 0.21 -4.86
H 1.84 -1.33 -3.06
H 4.22 -1.62 -1.99
H 5.40 -3.71 -2.52
H 4.63 -5.86 -1.58
H 2.69 -5.90 -0.03
H 1.61 -3.83 0.63
F -1.16 7.78 0.95
C -0.78 6.51 1.15
C 0.02 5.87 0.23
F 0.43 6.53 -0.87
C 0.41 4.56 0.44
F 1.20 4.01 -0.49
C 0.02 3.82 1.56
Se 0.48 2.00 1.83
C -0.80 4.51 2.46
F -1.25 3.89 3.56
C -1.19 5.82 2.27
F -1.98 6.43 3.17
F -0.99 -3.99 -0.90
```

Results
2S+1: 1
Net charge: 0
Frontier orbital gap: 5.7 eV

***

(4)
Molecular formula: C43H32ClEuN2O6P
Method: DFT, wB97M-V/def2-TZVPD

```
86
C43H32ClEuN2O6P | the Open Molecules 2025 dataset | wB97M-V/def2-TZVPD
Eu 0.78 -0.19 0.29
C 2.96 1.82 2.13
O 2.34 1.85 0.83
C 2.41 3.06 0.13
C 2.74 4.28 0.71
C 2.77 5.43 -0.09
C 2.52 5.35 -1.45
C 2.16 4.14 -2.02
C 2.13 2.96 -1.26
N 1.94 1.68 -1.72
N 1.93 1.64 -3.03
C 1.73 0.50 -3.69
C 1.45 -0.82 -3.05
O 1.69 -1.07 -1.81
C 0.77 -1.80 -3.92
C 0.54 -1.53 -5.26
C 0.92 -0.30 -5.87
C 0.71 -0.05 -7.24
C 1.05 1.14 -7.82
C 1.73 2.10 -7.09
C 2.00 1.87 -5.76
C 1.59 0.69 -5.12
H 2.37 2.38 2.88
H 4.00 2.13 2.08
H 2.93 0.75 2.40
H 2.97 4.31 1.77
H 3.13 6.36 0.37
H 2.58 6.24 -2.05
H 1.91 4.08 -3.06
H 0.46 -2.73 -3.48
H 0.11 -2.30 -5.88
H 0.24 -0.79 -7.87
H 0.82 1.31 -8.87
H 2.03 3.06 -7.54
H 2.54 2.60 -5.15
Cl 2.19 -2.58 1.53
C 2.61 -2.45 3.25
C 3.90 -2.73 3.70
C 4.19 -2.51 5.08
C 3.15 -2.11 5.94
C 1.87 -1.87 5.49
C 1.62 -2.05 4.11
P 0.04 -1.61 3.20
C -0.97 -3.07 3.16
C -0.43 -4.36 2.99
C -1.29 -5.43 2.69
C -2.69 -5.28 2.51
C -3.17 -3.99 2.72
C -2.36 -2.91 3.04
C -0.76 -0.52 4.40
C -1.31 -1.11 5.52
C -1.99 -0.28 6.41
C -2.13 1.08 6.25
C -1.50 1.65 5.15
C -0.85 0.86 4.20
H 4.63 -3.06 2.96
H 5.19 -2.69 5.47
H 3.40 -1.91 6.99
H 1.12 -1.51 6.20
H 0.61 -4.57 3.04
H -0.82 -6.43 2.64
H -3.29 -6.08 2.18
H -4.22 -3.78 2.58
H -2.75 -1.95 3.27
H -1.16 -2.17 5.80
H -2.43 -0.75 7.28
H -2.60 1.69 7.03
H -1.57 2.72 5.04
H -0.41 1.25 3.29
O -1.18 -1.00 -0.88
C -1.65 0.18 -1.01
O -0.93 1.20 -0.71
C -3.01 0.26 -1.52
C -3.77 -0.93 -1.80
C -4.73 -0.88 -2.81
C -4.63 0.35 -3.53
O -4.90 0.54 -4.84
C -4.33 1.93 -5.16
O -4.16 2.58 -3.91
C -4.15 1.55 -2.98
C -3.29 1.56 -1.94
H -3.47 -1.87 -1.32
H -5.39 -1.65 -3.13
H -5.10 2.37 -5.80
H -3.39 1.76 -5.67
H -2.68 2.44 -1.66
```

Results
2S+1: 8
Net charge: 0
Frontier orbital gap (spin up / spin down): 6.3 / 6.3 eV
Expectation value of S²: 15.759

***

(5)
Molecular formula: C43H33BrMoN12O5S2
Method: DFT, wB97M-V/def2-TZVPD

```
97
C43H33BrMoN12O5S2 | the Open Molecules 2025 dataset | wB97M-V/def2-TZVPD
Mo 0.45 0.16 0.27
C -0.67 2.60 3.90
C -0.02 1.79 2.83
N -0.68 1.19 1.90
N -2.02 1.46 1.81
C -2.81 0.42 2.03
N -4.13 0.64 1.70
S -2.36 -1.07 2.72
C 1.44 1.61 2.77
C 2.31 2.13 3.71
C 3.67 1.87 3.59
C 4.12 1.08 2.55
C 3.20 0.60 1.64
N 1.90 0.89 1.74
H -1.69 2.25 4.04
H -0.13 2.53 4.84
H -0.71 3.65 3.59
H -4.40 1.61 1.65
H -4.78 0.04 2.16
H 1.94 2.73 4.53
H 4.36 2.27 4.32
H 5.16 0.83 2.43
H 3.48 -0.02 0.80
Br -4.17 -12.44 0.02
C -3.23 -10.82 0.28
C -3.70 -9.66 -0.32
C -3.02 -8.47 -0.13
C -1.89 -8.44 0.67
C -1.43 -9.61 1.27
C -2.10 -10.81 1.08
N -1.12 -7.27 0.95
N -1.57 -6.23 0.43
C -0.83 -5.06 0.70
C 0.29 -4.99 1.50
C 0.95 -3.79 1.75
C 0.49 -2.62 1.17
O 1.01 -1.43 1.38
C -0.63 -2.68 0.32
N -1.00 -1.47 -0.21
C -2.11 -1.42 -0.90
C -2.89 -2.56 -1.16
C -2.51 -3.78 -0.68
C -1.33 -3.87 0.10
H -4.58 -9.69 -0.95
H -3.37 -7.56 -0.59
H -0.54 -9.56 1.89
H -1.75 -11.72 1.54
H 0.64 -5.91 1.95
H 1.81 -3.75 2.41
H -2.42 -0.45 -1.27
H -3.80 -2.45 -1.73
H -3.09 -4.67 -0.87
S 1.88 -0.82 -1.41
C 2.60 0.61 -2.10
N 3.38 0.55 -3.12
N 4.06 1.66 -3.50
C 4.79 2.48 -2.59
C 5.00 3.81 -2.90
C 5.74 4.62 -2.04
C 6.25 4.10 -0.86
C 6.04 2.76 -0.55
C 5.32 1.95 -1.41
N 2.35 1.87 -1.52
N 1.52 1.91 -0.60
C 1.36 3.24 -0.07
C 2.49 4.04 0.09
C 2.35 5.30 0.64
C 1.10 5.77 1.02
C -0.02 4.97 0.84
C 0.10 3.69 0.30
H 4.53 1.50 -4.38
H 4.56 4.22 -3.80
H 5.89 5.66 -2.29
H 6.82 4.73 -0.19
H 6.46 2.34 0.35
H 5.16 0.90 -1.18
H 3.45 3.66 -0.20
H 3.23 5.92 0.78
H 0.99 6.76 1.44
H -1.00 5.33 1.12
H -0.78 3.07 0.18
O -0.10 1.40 -2.95
C -0.98 1.52 -2.12
O -0.94 1.09 -0.88
C -2.28 2.20 -2.45
C -3.26 2.38 -1.47
C -4.45 3.02 -1.79
C -4.63 3.46 -3.09
C -3.67 3.29 -4.08
C -2.49 2.65 -3.74
N -5.89 4.14 -3.43
O -6.70 4.31 -2.55
O -6.04 4.49 -4.58
H -3.07 2.03 -0.46
H -5.22 3.18 -1.06
H -3.87 3.65 -5.07
H -1.71 2.50 -4.48
```

Results
2S+1: 3
Net charge: 0
Frontier orbital gap (spin up / spin down): 6.0 / 5.8 eV
Expectation value of S²: 2.066